Formula: CH8N3O
Source: the OMol25 dataset
Level of theory: ωB97M-V with the def2-TZVPD basis set

Geometry as XYZ:
```
13
CH8N3O, DFT ωB97M-V with the def2-TZVPD basis set
N 0.243 0.815 0.624
C -0.788 0.361 -0.137
N -2.030 0.715 0.258
N -0.559 -0.307 -1.263
H 1.178 0.660 0.235
H 0.082 1.473 1.391
H -2.848 0.105 0.262
H -2.134 1.516 0.880
H 0.413 -0.372 -1.542
H -1.362 -0.798 -1.640
H 3.379 -0.924 0.587
H 2.230 -2.066 0.797
O 2.482 -1.254 0.345
```

Properties
LUMO energy (spin up / spin down) = -8.92 / -15.48 eV
Energy relative to the best compared isomer or geometry (same formula, charge and spin) = 1.377 eV
Spin multiplicity = 2
Total charge = +2
Electronic energy = -7663.6694 eV
Frontier orbital gap (spin up / spin down) = 12.587 / 4.617 eV
F_max = 2.38 eV/Å

Formula: C2HN3O2
Source: the OMol25 dataset
Level of theory: ωB97M-V with the def2-TZVPD basis set

Geometry as XYZ:
```
8
C2HN3O2, DFT ωB97M-V with the def2-TZVPD basis set
O 0.402 -0.086 -2.410
C 0.233 0.218 -1.198
N 0.900 -0.671 -0.256
C 0.321 -0.443 0.918
N -1.140 -0.168 1.291
N -1.377 0.882 0.581
O -0.386 1.285 -0.639
H 1.047 -1.016 1.714
```

Properties
SMILES string = O=c1ncnno1
LUMO energy = -2.14 eV
Energy relative to the best compared isomer or geometry (same formula, charge and spin) = 6.057 eV
Total charge = 0
Electronic energy = -10649.9429 eV
Frontier orbital gap = 8.647 eV
F_max = 8.03 eV/Å

Formula: C22H16Cl2N6O6RuS2
Source: the OMol25 dataset
Level of theory: ωB97M-V with the def2-TZVPD basis set

Geometry as XYZ:
```
55
C22H16Cl2N6O6RuS2, DFT ωB97M-V with the def2-TZVPD basis set
Ru -0.793 -15.879 -0.739
Cl -7.803 -14.915 -1.119
C -6.232 -15.659 -1.263
C -5.117 -14.925 -0.891
C -3.830 -15.431 -1.079
N -2.640 -14.845 -0.732
C -2.617 -13.594 -0.095
O -3.634 -12.955 0.256
C -1.324 -13.152 0.332
C -1.269 -11.921 1.007
C -0.059 -11.522 1.576
C 1.003 -12.430 1.569
C 0.885 -13.670 0.916
N -0.281 -14.022 0.372
C -3.656 -16.716 -1.615
C -4.802 -17.443 -2.046
C -6.071 -16.970 -1.807
Cl -7.438 -17.956 -2.152
N -2.367 -17.174 -1.627
C -2.140 -18.540 -1.777
O -2.887 -19.400 -1.282
C -1.003 -19.078 -2.608
C -0.435 -20.262 -2.090
C 0.470 -20.934 -2.918
C 0.765 -20.448 -4.168
C 0.177 -19.253 -4.595
N -0.748 -18.635 -3.834
H -5.229 -13.922 -0.463
H -2.142 -11.280 1.087
H 0.049 -10.508 1.979
H 1.906 -12.170 2.142
H 1.704 -14.401 0.838
H -4.613 -18.378 -2.531
H -0.708 -20.676 -1.100
H 0.905 -21.866 -2.487
H 1.463 -21.032 -4.812
H 0.354 -18.812 -5.580
C 2.725 -13.646 -3.666
N 2.810 -14.995 -3.048
C 4.046 -15.623 -2.767
C 3.807 -16.567 -1.825
N 2.442 -16.520 -1.530
C 1.827 -15.625 -2.316
S 0.120 -15.640 -2.601
H 2.326 -13.730 -4.651
H 3.704 -13.154 -3.698
H 2.091 -12.989 -3.046
H 4.900 -15.307 -3.332
H 4.460 -17.226 -1.293
H 1.788 -17.120 -0.885
O 1.210 -16.540 1.838
S 0.247 -17.447 1.216
O -0.056 -18.740 1.823
O 0.647 -17.685 -0.316
O -1.088 -16.632 1.028
```

Properties
LUMO energy (spin up / spin down) = -0.77 / -2.29 eV
Energy relative to the best compared isomer or geometry (same formula, charge and spin) = 0.000 eV
Spin multiplicity = 5
Total charge = 0
Electronic energy = -93594.8515 eV
Frontier orbital gap (spin up / spin down) = 6.922 / 6.130 eV
F_max = 4.46 eV/Å

Formula: C8H15N2O2
Source: the OMol25 dataset
Level of theory: ωB97M-V with the def2-TZVPD basis set

Geometry as XYZ:
```
27
C8H15N2O2, DFT ωB97M-V with the def2-TZVPD basis set
C -0.425 -0.651 0.114
C -1.613 0.268 -0.124
C 1.855 0.278 0.636
C -0.733 -2.079 0.034
C -2.645 -0.116 -1.242
C -1.159 1.735 -0.469
C 1.876 1.700 0.943
C 3.118 -0.352 0.170
N 0.897 -0.485 0.331
N -1.885 -0.049 1.197
O -2.776 -0.922 1.365
O 2.950 -1.755 0.115
H 0.149 -2.741 0.147
H -1.377 -2.370 -0.775
H -1.463 -2.211 0.921
H -2.881 -1.137 -1.119
H -2.235 -0.063 -2.313
H -3.616 0.280 -1.193
H -0.293 1.636 -1.029
H -0.986 2.196 0.561
H -1.865 2.324 -0.888
H 2.461 2.069 1.823
H 0.971 2.183 0.744
H 2.524 2.056 0.076
H 4.026 -0.139 0.682
H 3.208 0.128 -0.816
H 1.917 -1.781 0.109
```

Properties
LUMO energy (spin up / spin down) = 3.59 / 3.59 eV
Total charge = -1
Electronic energy = -15609.6790 eV
Frontier orbital gap (spin up / spin down) = 5.929 / 5.930 eV
F_max = 5.78 eV/Å

Formula: C40H27F9N5O6S2Ta
Source: the OMol25 dataset
Level of theory: ωB97M-V with the def2-TZVPD basis set

Geometry as XYZ:
```
90
C40H27F9N5O6S2Ta, DFT ωB97M-V with the def2-TZVPD basis set
Ta 0.021 0.359 -0.324
C 3.403 1.633 1.199
O 2.378 0.657 1.205
C 2.546 -0.471 1.959
C 3.712 -0.784 2.643
C 3.815 -1.967 3.357
C 2.751 -2.851 3.387
C 1.575 -2.540 2.731
C 1.439 -1.345 2.019
N 0.229 -0.977 1.425
N -0.768 -1.721 1.847
C -2.058 -1.420 1.741
C -2.552 -0.295 1.030
O -1.644 0.307 0.271
C -3.890 0.098 1.112
C -4.781 -0.654 1.833
C -4.380 -1.869 2.431
C -5.317 -2.719 3.053
C -4.950 -3.953 3.516
C -3.622 -4.381 3.397
C -2.674 -3.547 2.862
C -3.026 -2.283 2.365
H 3.543 2.043 2.202
H 4.344 1.225 0.817
H 3.055 2.414 0.526
H 4.551 -0.110 2.630
H 4.732 -2.191 3.881
H 2.834 -3.777 3.936
H 0.730 -3.208 2.761
H -4.186 0.996 0.591
H -5.814 -0.351 1.914
H -6.341 -2.385 3.135
H -5.676 -4.604 3.975
H -3.348 -5.371 3.729
H -1.644 -3.853 2.778
C 3.529 -4.202 -1.515
C 3.670 -2.924 -0.998
C 2.572 -2.098 -0.859
C 1.300 -2.543 -1.226
C 1.175 -3.822 -1.787
C 2.278 -4.637 -1.923
N 0.160 -1.759 -1.029
N -0.890 -2.529 -0.887
C -2.186 -2.248 -1.059
C -3.003 -3.225 -0.436
C -4.369 -3.187 -0.468
C -5.018 -2.169 -1.159
C -4.264 -1.243 -1.852
C -2.869 -1.260 -1.823
H 4.387 -4.849 -1.611
H 4.640 -2.575 -0.681
H 2.704 -1.104 -0.474
H 0.199 -4.153 -2.108
H 2.161 -5.625 -2.342
H -2.470 -4.009 0.075
H -4.938 -3.948 0.043
H -6.096 -2.126 -1.180
H -4.757 -0.488 -2.445
C 0.203 2.432 0.119
C 0.281 3.608 -0.162
C 0.321 4.970 -0.541
C -0.743 5.820 -0.239
C -0.735 7.120 -0.705
C 0.326 7.583 -1.467
C 1.381 6.737 -1.768
C 1.389 5.434 -1.310
H -1.569 5.442 0.346
H -1.568 7.771 -0.486
H 0.327 8.601 -1.829
H 2.197 7.089 -2.378
H 2.188 4.758 -1.570
F -2.152 1.015 -2.065
C -2.198 -0.230 -2.671
F -0.898 -0.485 -2.957
F -2.803 -0.026 -3.836
F 1.565 -0.429 -4.139
C 2.463 0.498 -3.822
F 2.850 1.128 -4.919
F 3.533 -0.134 -3.324
S 1.765 1.560 -2.441
O 1.631 0.512 -1.430
O 2.757 2.529 -2.142
N 0.346 2.006 -2.839
S 0.278 2.972 -4.134
O 0.301 2.197 -5.328
O 1.155 4.085 -4.033
C -1.474 3.612 -3.935
F -1.679 4.039 -2.695
F -2.355 2.657 -4.199
F -1.706 4.626 -4.766
```

Properties
LUMO energy (spin up / spin down) = -1.73 / -1.52 eV
Total charge = 0
Electronic energy = -109328.6254 eV
Frontier orbital gap (spin up / spin down) = 5.101 / 5.643 eV
F_max = 4.40 eV/Å

Formula: C11H12F4O4P
Source: the OMol25 dataset
Level of theory: ωB97M-V with the def2-TZVPD basis set

Geometry as XYZ:
```
32
C11H12F4O4P, DFT ωB97M-V with the def2-TZVPD basis set
O -2.676 3.003 -0.881
C -1.461 2.748 -0.391
F -0.689 3.915 0.175
C -0.781 1.221 -0.317
P -2.020 -0.123 -0.815
C -1.722 -1.039 -2.436
C -0.701 -0.363 -3.513
O 0.686 -0.158 -3.020
C -1.316 0.993 -4.275
F -0.200 1.895 -4.646
F -1.930 0.515 -5.571
F -2.418 1.639 -3.528
H 0.257 1.206 -0.850
H -0.551 1.066 0.844
H -3.367 0.461 -0.760
H -2.010 -1.125 0.261
H -1.364 -2.159 -2.251
H -2.773 -1.147 -2.989
H -0.588 -1.156 -4.400
H 1.249 -0.975 -3.157
C 2.044 -1.867 4.562
C 0.917 -1.701 3.864
C 0.820 -0.689 2.794
O -0.212 -0.535 2.156
C 2.018 0.131 2.524
C 3.146 -0.035 3.222
C 3.242 -1.047 4.292
O 4.274 -1.201 4.930
H 2.131 -2.604 5.351
H 0.030 -2.295 4.050
H 1.931 0.868 1.735
H 4.033 0.559 3.036
```

Properties
LUMO energy = -4.56 eV
Total charge = +1
Electronic energy = -39937.5553 eV
Frontier orbital gap = 8.599 eV
F_max = 9.80 eV/Å

Formula: C46H42ClHfN5O2SSi
Source: the OMol25 dataset
Level of theory: ωB97M-V with the def2-TZVPD basis set

Geometry as XYZ:
```
99
C46H42ClHfN5O2SSi, DFT ωB97M-V with the def2-TZVPD basis set
Hf -0.027 0.383 -0.250
Cl 6.711 -2.720 1.692
C 5.318 -1.862 1.096
C 5.452 -0.526 0.693
C 4.371 0.180 0.227
C 3.091 -0.421 0.161
O 2.066 0.236 -0.269
C 2.985 -1.783 0.529
C 1.740 -2.508 0.395
N 0.604 -2.009 0.060
C -0.557 -2.824 0.096
C -0.735 -3.916 0.897
C -1.953 -4.641 0.865
C -2.973 -4.249 0.052
C -2.833 -3.093 -0.760
C -3.868 -2.612 -1.600
C -3.673 -1.489 -2.340
C -2.437 -0.814 -2.219
N -1.459 -1.224 -1.449
C -1.633 -2.373 -0.721
C 4.105 -2.491 0.995
H 6.428 -0.061 0.746
H 4.463 1.203 -0.113
H 1.804 -3.579 0.614
H 0.043 -4.222 1.584
H -2.064 -5.505 1.506
H -3.905 -4.798 0.026
H -4.811 -3.144 -1.636
H -4.437 -1.076 -2.982
H -2.287 0.114 -2.760
H 4.008 -3.533 1.273
C 1.267 5.033 -0.383
C 1.606 4.153 -1.553
C 2.404 4.640 -2.573
C 2.699 3.887 -3.705
C 2.146 2.622 -3.806
C 1.365 2.094 -2.787
C 0.741 0.740 -2.976
C 1.090 2.829 -1.604
N 0.328 2.277 -0.612
H 0.819 5.975 -0.709
H 2.151 5.293 0.209
H 0.549 4.535 0.263
H 2.792 5.650 -2.490
H 3.320 4.285 -4.495
H 2.325 2.021 -4.693
H 0.502 0.548 -4.023
H -0.259 0.720 -2.498
H 1.341 -0.098 -2.607
O -1.923 0.864 0.308
Si -3.033 2.043 0.253
C -4.544 1.397 1.153
C -5.584 2.231 1.569
C -6.713 1.722 2.195
C -6.821 0.358 2.425
C -5.796 -0.490 2.029
C -4.672 0.028 1.400
C -3.471 2.403 -1.535
C -4.770 2.301 -2.033
C -5.048 2.533 -3.377
C -4.026 2.880 -4.246
C -2.726 3.003 -3.770
C -2.454 2.773 -2.429
C -2.503 3.609 1.118
C -2.355 4.847 0.496
C -1.960 5.968 1.216
C -1.696 5.868 2.573
C -1.841 4.644 3.217
C -2.252 3.533 2.494
H -5.509 3.303 1.411
H -7.504 2.391 2.509
H -7.698 -0.041 2.918
H -5.870 -1.554 2.218
H -3.867 -0.638 1.109
H -5.582 2.018 -1.371
H -6.064 2.442 -3.741
H -4.243 3.061 -5.292
H -1.920 3.285 -4.437
H -1.438 2.876 -2.063
H -2.536 4.944 -0.568
H -1.846 6.918 0.710
H -1.384 6.742 3.131
H -1.648 4.558 4.279
H -2.373 2.587 3.012
S 0.181 -0.065 2.486
C 1.191 1.314 2.835
N 2.420 1.132 3.321
C 3.442 2.180 3.407
C 3.014 3.371 2.567
C 1.580 3.714 2.932
N 0.751 2.546 2.674
H 2.694 0.167 3.413
H 4.373 1.750 3.040
H 3.584 2.467 4.452
H 3.048 3.117 1.504
H 3.679 4.216 2.740
H 1.181 4.534 2.348
H 1.507 3.982 3.991
H -0.073 2.666 2.101
```

Properties
LUMO energy = -0.81 eV
Energy relative to the best compared isomer or geometry (same formula, charge and spin) = 0.986 eV
Total charge = 0
Electronic energy = -92479.0739 eV
Frontier orbital gap = 5.265 eV
F_max = 1.53 eV/Å

Formula: C4H2O2
Source: the OMol25 dataset
Level of theory: ωB97M-V with the def2-TZVPD basis set

Geometry as XYZ:
```
8
C4H2O2, DFT ωB97M-V with the def2-TZVPD basis set
O 2.193 0.547 -0.006
C 1.223 0.346 -0.695
C -1.122 -0.064 -1.140
C -0.119 -0.104 -0.247
C -0.873 -0.482 0.954
O -2.011 -0.852 0.670
H 1.241 0.498 -1.794
H -0.556 -0.392 2.005
```

Properties
LUMO energy = -0.93 eV
Energy relative to the best compared isomer or geometry (same formula, charge and spin) = 2.733 eV
Total charge = 0
Electronic energy = -8269.7957 eV
Frontier orbital gap = 9.700 eV
F_max = 0.60 eV/Å